The following is a DFT calculation (ωB97M-V/def2-TZVPD) of a molecular structure, C18H20N3O7RhS in a non-equilibrium geometry.

Computed properties:
* orbital gap (alpha / beta): 7.40 / 7.38 eV

Last column: natural (NBO) charge in e.
Cartesian coordinates (Å):
1 Rh 1.44648 0.94941 -0.01569  1.3974
2 O -0.04814 2.46758 -1.13419  -0.7755
3 C 0.11300 3.86428 -1.00712  -0.0733
4 C 1.07658 4.12831 0.12786  -0.2464
5 N 2.20924 3.19670 0.08134  -0.4266
6 C 2.91554 3.15088 1.36633  -0.3458
7 C 2.05077 2.44774 2.38562  0.7521
8 O 1.94201 2.85718 3.51463  -0.5854
9 O 1.46006 1.35294 1.94829  -0.6556
10 C 3.10691 3.42126 -1.04480  -0.3518
11 C 3.79108 2.13688 -1.43697  0.7692
12 O 4.83384 2.16521 -2.04204  -0.5900
13 O 3.16116 1.03261 -1.09278  -0.7377
14 H -0.95489 2.17750 -0.90575  0.5271
15 H 0.49071 4.25201 -1.95294  0.1736
16 H -0.83619 4.35667 -0.79509  0.1975
17 H 1.42612 5.16739 0.07266  0.1946
18 H 0.57583 3.99326 1.08712  0.2217
19 H 3.82858 2.56485 1.24143  0.2357
20 H 3.17433 4.14893 1.72524  0.2150
21 H 2.54113 3.75661 -1.91236  0.2330
22 H 3.87579 4.16336 -0.81843  0.2198
23 C -4.94381 -4.34961 2.08091  -0.6324
24 C -4.11531 -3.34263 1.32755  0.0101
25 C -4.23581 -3.20943 -0.05257  -0.2093
26 C -3.49717 -2.26102 -0.74659  -0.2030
27 C -2.63086 -1.43995 -0.03991  -0.2965
28 C -2.48146 -1.55958 1.33764  -0.1938
29 C -3.22377 -2.51292 2.00858  -0.2036
30 S -1.71861 -0.21368 -0.90393  2.3310
31 O -1.78489 -0.51216 -2.30574  -0.9402
32 O -2.16609 1.08926 -0.45636  -0.9676
33 N -0.22455 -0.35982 -0.31150  -0.9295
34 C 0.61222 -1.39634 -0.65193  0.3844
35 C 0.34237 -2.54125 -1.39815  -0.2903
36 C 1.41170 -3.38424 -1.61131  -0.1112
37 C 2.68841 -3.07091 -1.12023  -0.2911
38 C 2.86496 -1.90269 -0.42073  0.0885
39 N 1.82169 -1.10528 -0.16804  -0.4248
40 H -5.30669 -5.13647 1.42067  0.2187
41 H -5.81253 -3.86514 2.53164  0.2283
42 H -4.37035 -4.81022 2.88559  0.2222
43 H -4.91538 -3.85834 -0.59275  0.2151
44 H -3.58110 -2.15197 -1.81983  0.2448
45 H -1.78844 -0.91585 1.86542  0.2441
46 H -3.11108 -2.61926 3.08142  0.2177
47 H -0.63709 -2.72456 -1.81246  0.2513
48 H 1.26751 -4.28752 -2.19034  0.2248
49 H 3.53043 -3.72496 -1.28760  0.2333
50 H 3.82576 -1.58502 -0.04179  0.2302